No. 1
DFT (ωB97M-V/def2-TZVPD) results for a single C20H18ClF2NO3 molecule.

Geometry (Å):
C -3.367 -0.981 2.014
C -2.002 -0.400 1.846
C -1.816 0.857 1.306
C -0.540 1.388 1.138
O -0.453 2.625 0.606
C 0.751 3.240 0.393
O 0.750 4.348 -0.082
C 1.938 2.483 0.741
C 1.887 1.233 1.251
C 3.141 0.463 1.547
N 3.198 -0.808 0.838
C 4.341 -1.584 1.276
C 3.173 -0.631 -0.611
C 1.762 -0.440 -1.101
C 0.815 -1.421 -0.831
C -0.503 -1.257 -1.209
C -0.876 -0.096 -1.867
O -2.234 0.119 -2.197
C -2.655 -0.431 -3.335
F -1.941 -0.026 -4.417
F -2.541 -1.788 -3.344
C 0.058 0.875 -2.184
C 1.376 0.695 -1.800
C 0.594 0.649 1.507
C 0.408 -0.618 2.068
C -0.862 -1.120 2.230
Cl -1.049 -2.698 2.911
H -3.433 -1.941 1.504
H -4.122 -0.313 1.614
H -3.572 -1.159 3.069
H -2.660 1.451 0.993
H 2.874 2.979 0.536
H 4.012 1.099 1.306
H 3.172 0.246 2.620
H 4.319 -2.557 0.789
H 4.277 -1.738 2.353
H 5.302 -1.098 1.051
H 3.575 -1.542 -1.064
H 3.806 0.213 -0.930
H 1.117 -2.314 -0.307
H -1.240 -2.015 -0.996
H -3.713 -0.175 -3.500
H -0.249 1.764 -2.711
H 2.103 1.457 -2.039
H 1.265 -1.207 2.345

total charge = 0
HOMO-LUMO gap = 8.5 eV
structure (SMILES) = Cc1cc2oc(=O)cc(CN(C)Cc3ccc(OC(F)F)cc3)c2cc1Cl

***

No. 2
DFT (ωB97M-V/def2-TZVPD) results for a molecular structure, C20H18F6MgN9O6S4.

Geometry (Å):
Mg 9.695 8.270 12.889
C 7.941 6.820 16.875
C 8.346 7.133 15.470
N 9.517 7.568 15.072
N 10.248 7.941 16.113
C 11.611 7.899 15.923
N 12.322 8.634 16.802
S 12.412 7.016 14.735
C 7.448 6.810 14.348
C 6.228 6.167 14.697
C 5.233 6.026 13.722
C 5.423 6.727 12.520
C 6.663 7.316 12.279
N 7.738 7.267 13.096
H 8.661 7.196 17.605
H 6.934 7.146 17.091
H 7.889 5.720 17.043
H 11.842 9.008 17.569
H 13.362 8.571 16.836
H 6.218 5.581 15.627
H 4.417 5.297 13.874
H 4.658 6.734 11.747
H 6.833 7.869 11.293
N 8.572 4.852 5.341
C 8.977 5.009 6.620
C 8.219 4.558 7.707
C 8.634 4.696 9.004
C 9.914 5.235 9.232
C 10.738 5.704 8.215
C 10.316 5.527 6.925
S 10.554 5.396 10.923
O 11.947 4.995 10.650
O 9.634 4.758 11.868
N 10.502 6.932 11.402
C 11.506 7.832 11.124
N 12.273 7.807 10.072
C 13.174 8.760 9.883
C 13.324 9.790 10.775
C 12.379 9.839 11.802
N 11.542 8.852 12.034
H 7.644 4.421 5.195
H 9.236 4.919 4.592
H 7.193 4.177 7.540
H 7.994 4.396 9.831
H 11.736 6.163 8.517
H 10.933 5.794 6.088
H 13.815 8.503 9.047
H 14.178 10.491 10.762
H 12.384 10.700 12.457
F 9.148 11.463 16.435
C 8.535 11.966 15.364
F 8.422 13.308 15.516
F 7.249 11.417 15.296
S 9.633 11.451 13.945
O 9.655 9.983 13.911
O 10.856 12.153 14.232
N 8.763 12.027 12.726
S 8.293 11.139 11.454
O 8.532 9.697 11.590
O 6.984 11.661 11.074
C 9.562 11.736 10.183
F 9.145 11.220 9.004
F 9.602 13.058 10.238
F 10.809 11.191 10.447

total charge = -1
HOMO-LUMO gap (spin up / spin down) = 6.7 / 6.7 eV

***

No. 3
DFT (ωB97M-V/def2-TZVPD) results for a molecular structure, C20H18F6N4OSSbTa.

Geometry (Å):
Ta -0.653 -0.270 1.872
C 0.313 -1.340 -5.037
C 1.050 -0.320 -4.426
C 0.546 0.331 -3.324
C -0.712 -0.070 -2.839
C -1.455 -1.096 -3.437
C -0.931 -1.728 -4.548
N -1.301 0.563 -1.754
N -1.020 1.606 -1.258
C -1.347 2.261 -0.071
C -1.736 3.588 -0.187
C -2.075 4.300 0.960
C -1.973 3.707 2.208
C -1.534 2.385 2.314
C -1.218 1.626 1.185
H 0.713 -1.827 -5.917
H 2.007 -0.025 -4.836
H 1.084 1.140 -2.845
H -2.435 -1.347 -3.052
H -1.496 -2.502 -5.049
H -1.791 4.048 -1.166
H -2.405 5.326 0.871
H -2.215 4.265 3.102
H -1.453 1.966 3.315
F -2.055 -1.639 1.337
Sb -2.664 -2.516 3.320
F -0.785 -2.655 3.193
F -2.836 -2.603 5.128
F -2.961 -4.158 2.580
F -4.208 -1.681 2.802
F -1.957 -0.540 3.433
N -0.627 -3.150 -0.221
C 0.393 -2.321 -0.264
N 0.408 -1.065 0.297
C 1.634 -0.389 -0.091
C 1.947 0.952 0.094
C 3.182 1.414 -0.341
C 4.089 0.566 -0.969
C 3.763 -0.760 -1.202
C 2.530 -1.209 -0.765
S 1.841 -2.791 -1.044
H -1.514 -2.894 0.181
H -0.544 -4.072 -0.627
H 1.260 1.650 0.551
H 3.438 2.456 -0.197
H 5.048 0.947 -1.295
H 4.449 -1.421 -1.717
C 1.698 0.264 4.014
O 0.742 0.129 2.939
H 2.603 0.688 3.585
H 1.893 -0.719 4.436
H 1.269 0.929 4.758

total charge = +3
HOMO-LUMO gap (spin up / spin down) = 6.8 / 6.1 eV
multiplicity = 2
<S²> = 0.764

***

No. 4
DFT (ωB97M-V/def2-TZVPD) results for a single C20H18N4O3 molecule.

Geometry (Å):
C 2.608 -7.316 4.369
O 1.399 -6.614 4.530
C 1.183 -5.509 3.763
C -0.034 -4.855 3.966
C -0.351 -3.729 3.243
C 0.538 -3.222 2.294
N 0.153 -2.073 1.593
C 0.834 -1.395 0.633
O 1.934 -1.692 0.212
C 0.099 -0.195 0.101
C -1.164 0.073 0.644
N -2.192 0.219 1.144
C 0.723 0.529 -0.861
C 0.301 1.707 -1.564
C 1.181 2.242 -2.523
C 0.880 3.371 -3.258
C -0.341 3.981 -3.024
C -1.236 3.457 -2.066
C -0.935 2.333 -1.334
N -2.345 4.271 -2.064
C -3.517 4.122 -1.245
C -2.178 5.282 -2.984
O -2.956 6.171 -3.241
N -0.934 5.087 -3.568
C -0.399 5.948 -4.586
C 1.748 -3.871 2.090
C 2.068 -5.004 2.817
H 2.561 -8.147 5.072
H 3.472 -6.689 4.609
H 2.713 -7.709 3.353
H -0.715 -5.253 4.701
H -1.296 -3.232 3.410
H -0.759 -1.715 1.851
H 1.700 0.142 -1.135
H 2.127 1.747 -2.686
H 1.571 3.762 -3.988
H -1.628 1.946 -0.607
H -4.196 4.935 -1.498
H -3.254 4.180 -0.187
H -4.002 3.164 -1.441
H -0.216 5.389 -5.505
H 0.533 6.407 -4.251
H -1.140 6.724 -4.773
H 2.442 -3.489 1.360
H 3.017 -5.482 2.632

total charge = 0
HOMO-LUMO gap = 7.2 eV
structure (SMILES) = COc1ccc(NC(=O)/C(C#N)=C/c2ccc3c(c2)n(C)c(=O)n3C)cc1

***

No. 5
DFT (ωB97M-V/def2-TZVPD) results for a molecular structure, C20H18N4O3V.

Geometry (Å):
V -1.025 0.324 0.208
C -1.324 3.508 3.839
O -0.235 2.584 3.932
C 0.714 2.740 2.965
C 1.921 3.336 3.272
C 2.925 3.465 2.314
C 2.715 2.981 1.045
C 1.511 2.341 0.710
C 1.369 1.814 -0.625
N 0.433 0.998 -0.953
N 0.338 0.592 -2.281
C -0.829 0.063 -2.469
O -1.732 0.018 -1.489
C -1.205 -0.502 -3.773
C -2.514 -0.920 -3.997
C -2.868 -1.451 -5.227
C -1.919 -1.568 -6.232
C -0.611 -1.152 -6.010
C -0.252 -0.619 -4.786
C 0.483 2.235 1.673
O -0.706 1.674 1.414
H -2.005 3.260 4.648
H -0.964 4.531 3.965
H -1.838 3.413 2.882
H 2.061 3.704 4.280
H 3.859 3.945 2.569
H 3.484 3.076 0.289
H 2.079 2.110 -1.393
H -3.250 -0.818 -3.213
H -3.886 -1.770 -5.403
H -2.198 -1.983 -7.192
H 0.126 -1.242 -6.796
H 0.761 -0.290 -4.604
N 1.035 -4.789 2.988
C 0.588 -3.690 2.364
C 1.265 -2.458 2.472
C 0.777 -1.363 1.820
N -0.343 -1.394 1.065
C -0.995 -2.572 0.956
C -0.577 -3.716 1.572
H 1.863 -4.765 3.555
H 0.547 -5.664 2.912
H 2.165 -2.371 3.064
H 1.283 -0.407 1.895
H -1.883 -2.579 0.335
H -1.141 -4.630 1.444

total charge = +1
HOMO-LUMO gap (spin up / spin down) = 7.7 / 7.7 eV
multiplicity = 3
<S²> = 2.015

***

No. 6
DFT (ωB97M-V/def2-TZVPD) results for a molecular structure, C20H18N4OPt.

Geometry (Å):
Pt 0.024 -0.309 0.158
C -0.525 -5.513 -2.177
C -1.345 -4.713 -2.965
C -1.512 -3.377 -2.666
C -0.830 -2.833 -1.571
C -0.011 -3.631 -0.781
C 0.134 -4.973 -1.081
N -1.014 -1.450 -1.241
N -1.991 -0.896 -1.781
C -2.272 0.407 -1.374
C -3.258 1.142 -1.994
C -3.462 2.450 -1.571
C -2.677 2.966 -0.553
C -1.713 2.160 0.034
N -1.529 0.900 -0.364
H -0.403 -6.560 -2.416
H -1.857 -5.136 -3.818
H -2.147 -2.753 -3.275
H 0.475 -3.226 0.091
H 0.756 -5.600 -0.458
H -3.829 0.693 -2.795
H -4.223 3.059 -2.039
H -2.806 3.980 -0.202
H -1.092 2.505 0.847
C 2.015 0.855 2.845
C 0.566 0.599 3.105
O -0.200 0.269 2.163
C 0.010 0.730 4.437
C 0.824 1.098 5.517
C 0.281 1.217 6.781
C -1.073 0.969 6.976
C -1.891 0.602 5.911
C -1.355 0.482 4.646
H 2.236 0.747 1.785
H 2.631 0.165 3.423
H 2.282 1.865 3.160
H 1.879 1.294 5.377
H 0.907 1.501 7.614
H -1.495 1.062 7.968
H -2.941 0.410 6.076
H -1.981 0.194 3.813
N 2.689 -1.888 0.294
C 1.685 -1.333 0.309
H 3.576 -2.361 0.266

total charge = +2
HOMO-LUMO gap = 7.0 eV